Entry 1:
{
  "formula": "C4H13NO3",
  "method": "ωB97M-V/def2-TZVPD",
  "spin_multiplicity": 1,
  "homo_lumo_gap_ev": 8.94,
  "lumo_energy_ev": -1.0,
  "e_homo_ev": -9.94,
  "de_lowest_kcal_mol": 98.6,
  "total_energy_ev": -11988.196,
  "elements": ["C", "C", "N", "C", "C", "O", "H", "H", "H", "H", "H", "H", "H", "H", "H", "H", "H", "O", "H", "H", "O"],
  "coordinates": [[-1.23871, 1.32650, 1.47527], [-0.21481, 0.97888, 0.55212], [-0.58956, 0.72694, -0.77392], [-1.80120, 0.00125, -1.13662], [-1.70950, -1.51699, -0.88961], [0.99529, 0.88929, 0.82614], [-1.15051, 1.46015, 2.54101], [-0.76869, -0.42806, 1.68578], [-2.16750, 1.66360, 1.02881], [0.24782, 0.23007, -1.07420], [-2.65145, 0.40039, -0.59114], [-1.95851, 0.17794, -2.20046], [-2.62059, -2.00468, -1.22248], [-0.79919, -1.97570, -1.26261], [-1.62630, -1.56404, 0.20079], [0.98700, -1.07024, 1.03566], [1.99450, -2.32736, 1.05277], [1.08919, -2.02520, 1.03358], [3.57606, 0.79346, -1.23240], [2.21780, 0.72384, -0.48125], [2.76433, 0.28883, -1.15784]],
  "forces_ev_per_a": [[-0.568, -3.188, 1.149], [1.406, 0.044, -1.203], [0.973, -0.378, 1.220], [0.028, -0.526, -0.839], [0.128, 1.211, 1.108], [-0.093, 0.407, 0.206], [0.784, 0.599, -0.133], [-2.102, 2.887, -0.199], [-0.283, -0.646, 0.211], [-0.199, 0.189, -0.949], [-0.079, 0.097, -0.065], [-0.171, 0.210, 0.014], [0.075, -0.200, -0.032], [-0.061, 0.010, -0.406], [-0.197, -0.715, -0.007], [1.194, 0.319, -0.073], [0.343, 0.667, -0.022], [-1.316, -0.892, 0.043], [0.011, 0.091, 0.013], [0.162, -0.048, 0.192], [-0.035, -0.136, -0.227]]
}

=====

Entry 2:
{
  "formula": "C44H43BrLaN9O4PS2",
  "method": "ωB97M-V/def2-TZVPD",
  "spin_multiplicity": 1,
  "homo_lumo_gap_ev": 6.11,
  "lumo_energy_ev": 1.6,
  "e_homo_ev": -4.52,
  "de_lowest_kcal_mol": 16.6,
  "total_energy_ev": -169793.285,
  "charge": -1,
  "elements": ["La", "C", "C", "N", "N", "C", "N", "S", "C", "C", "C", "C", "C", "N", "H", "H", "H", "H", "H", "H", "H", "H", "H", "Br", "C", "C", "C", "C", "C", "C", "C", "C", "C", "C", "H", "H", "H", "H", "H", "H", "C", "O", "C", "C", "C", "C", "C", "C", "N", "N", "C", "C", "C", "C", "O", "C", "N", "C", "C", "C", "C", "H", "H", "H", "H", "H", "H", "H", "H", "H", "H", "H", "H", "C", "P", "C", "C", "H", "H", "H", "H", "H", "H", "H", "H", "H", "O", "C", "O", "H", "N", "C", "S", "C", "C", "C", "N", "C", "C", "H", "H", "H", "H", "H", "H"],
  "coordinates": [[-0.24425, -0.23152, -0.03754], [-0.22399, 3.54044, -3.39366], [-0.02942, 2.80394, -2.09079], [-0.90765, 2.00976, -1.59478], [-2.10335, 1.95878, -2.21867], [-2.68178, 0.83338, -2.48541], [-4.00139, 0.89476, -2.89762], [-1.95245, -0.71795, -2.49816], [1.24040, 3.02473, -1.38309], [2.46234, 2.76211, -2.00823], [3.63182, 3.02724, -1.32301], [3.55102, 3.58377, -0.05597], [2.29062, 3.82932, 0.46635], [1.16628, 3.54525, -0.16145], [-0.16448, 2.84913, -4.23378], [0.51460, 4.32724, -3.52399], [-1.22243, 3.97453, -3.40505], [-4.30369, 1.79831, -3.23248], [-4.27219, 0.11040, -3.47153], [2.48850, 2.34113, -3.00044], [4.59064, 2.81345, -1.77388], [4.43650, 3.82542, 0.51035], [2.18231, 4.29678, 1.43542], [2.05780, -2.39012, 1.14811], [3.28892, -2.25125, -0.34372], [4.47551, -2.91922, -0.19018], [5.42076, -2.91616, -1.22239], [5.13652, -2.25309, -2.38070], [3.92200, -1.55610, -2.54753], [3.65185, -0.91515, -3.77226], [2.45794, -0.28078, -3.95332], [1.53729, -0.20325, -2.89820], [1.72437, -0.75775, -1.63549], [2.94217, -1.50797, -1.50052], [4.68010, -3.45105, 0.72607], [6.35396, -3.44643, -1.09570], [5.83729, -2.26048, -3.20556], [4.39181, -0.95441, -4.56125], [2.21811, 0.18106, -4.90431], [0.61739, 0.32707, -3.11404], [5.14583, 7.20127, -0.11424], [6.00475, 6.56943, 0.80132], [5.43469, 5.97583, 1.90453], [4.09932, 6.09975, 2.26485], [3.60610, 5.40587, 3.35141], [4.44104, 4.60080, 4.13380], [5.80291, 4.54643, 3.81154], [6.28288, 5.20890, 2.70529], [3.98139, 4.06546, 5.32018], [2.89699, 3.47094, 5.47652], [2.13068, 2.91571, 4.49294], [0.74600, 2.99412, 4.68873], [-0.15655, 2.55917, 3.75221], [0.24374, 1.90414, 2.56305], [-0.56218, 1.53564, 1.66011], [1.67683, 1.68520, 2.41241], [2.05157, 0.97164, 1.33747], [3.33168, 0.75004, 1.14145], [4.32217, 1.14080, 2.04345], [3.96043, 1.84353, 3.16306], [2.61235, 2.20102, 3.35130], [5.76596, 7.49602, -0.96171], [4.68163, 8.09861, 0.31466], [4.36351, 6.51787, -0.46526], [3.42571, 6.71708, 1.69199], [2.56367, 5.50986, 3.62469], [6.46879, 3.96027, 4.43000], [7.32436, 5.14406, 2.43190], [0.40160, 3.51830, 5.57121], [-1.21208, 2.72253, 3.91495], [3.60392, 0.22311, 0.23705], [5.35045, 0.86875, 1.86195], [4.70419, 2.10254, 3.90108], [-3.34462, 0.52003, 2.64774], [-3.09775, 0.70485, 0.82771], [-3.71867, 2.43689, 0.64700], [-4.63917, -0.17224, 0.29482], [-4.36621, 0.77323, 2.93187], [-2.64864, 1.17845, 3.15537], [-3.12078, -0.50221, 2.94222], [-4.67736, 2.56934, 1.14978], [-3.83071, 2.65649, -0.41227], [-2.97997, 3.11526, 1.06531], [-5.49782, 0.16991, 0.87295], [-4.50167, -1.24002, 0.44777], [-4.81527, 0.00748, -0.76305], [-0.70065, -1.44801, 2.23911], [-1.59060, -2.12025, 1.70665], [-1.93566, -2.06146, 0.51220], [-2.14585, -2.85928, 2.34923], [-3.10444, -7.03196, -2.33684], [-2.66806, -6.01378, -3.10480], [-3.21141, -5.92667, -4.66095], [-1.71405, -5.05554, -2.53829], [-1.11525, -4.09291, -3.35397], [-0.20553, -3.20804, -2.80348], [0.15111, -3.22136, -1.52633], [-0.40622, -4.13786, -0.74975], [-1.33581, -5.06131, -1.19205], [-3.78005, -7.66885, -2.72819], [-2.84166, -7.12931, -1.37197], [-1.36806, -4.04127, -4.40180], [0.27220, -2.45658, -3.41621], [-0.08835, -4.15125, 0.28416], [-1.74713, -5.75421, -0.47382]],
  "forces_ev_per_a": [[0.014, 0.285, 0.380], [-0.177, -0.032, 0.288], [-0.670, -0.097, -0.511], [1.024, -0.528, 0.176], [-1.274, 0.957, -0.457], [0.612, 0.141, -0.255], [-0.090, 0.097, -0.180], [-0.014, -0.358, 0.181], [0.616, -0.060, 0.283], [-0.140, 0.073, 0.047], [-0.057, 0.085, 0.021], [-0.041, 0.070, -0.102], [0.451, 0.315, 0.151], [-0.559, 0.099, -0.227], [-0.017, -0.087, -0.085], [0.095, -0.013, 0.030], [-0.098, -0.014, -0.040], [0.060, 0.001, 0.039], [-0.017, 0.083, 0.066], [-0.022, -0.052, -0.081], [0.071, -0.045, -0.036], [0.074, 0.025, 0.099], [0.025, -0.045, 0.081], [0.288, 0.180, -0.598], [0.000, -0.316, 0.514], [-0.376, 0.068, 0.261], [0.071, 0.115, -0.276], [0.203, -0.129, 0.066], [-0.164, -0.069, 0.291], [-0.167, 0.158, -0.273], [0.309, -0.107, -0.177], [-0.115, -0.102, 0.565], [0.610, 0.082, -0.651], [0.061, 0.140, -0.275], [-0.032, -0.059, 0.087], [0.058, -0.032, -0.007], [0.078, 0.008, -0.047], [0.061, -0.040, -0.053], [0.036, 0.023, -0.075], [-0.106, 0.070, 0.046], [-0.212, 0.128, -0.196], [0.109, -0.273, 0.460], [0.162, 0.037, -0.003], [0.143, 0.169, -0.340], [0.186, -0.226, 0.389], [0.070, 0.560, -1.393], [-0.402, -0.061, 0.103], [0.011, 0.172, -0.365], [0.091, -0.207, 1.405], [0.490, 0.203, 1.209], [-1.031, -0.263, -1.048], [0.836, 0.185, -0.017], [-0.383, -0.274, -0.534], [0.162, 0.478, 0.461], [0.110, -0.061, 0.010], [0.072, 0.141, 0.471], [0.016, -0.291, -0.373], [-0.132, -0.128, -0.257], [-0.032, 0.155, 0.368], [0.127, -0.166, -0.240], [-0.310, -0.110, 0.080], [-0.056, -0.017, 0.090], [0.018, -0.098, -0.027], [0.026, 0.068, 0.045], [-0.059, 0.053, -0.092], [-0.010, -0.051, -0.013], [0.025, -0.009, 0.064], [0.142, -0.010, -0.044], [0.002, -0.093, 0.115], [-0.089, -0.020, -0.052], [-0.041, -0.049, -0.026], [0.106, -0.028, -0.030], [-0.010, 0.033, 0.021], [0.194, 0.002, -0.244], [-1.463, 0.289, 0.135], [0.239, -0.266, -0.032], [0.306, 0.034, 0.021], [-0.072, -0.007, -0.033], [0.102, 0.010, 0.110], [-0.048, -0.034, 0.120], [-0.030, -0.025, 0.086], [0.032, 0.044, -0.062], [0.088, 0.131, 0.035], [-0.073, 0.059, 0.046], [0.018, -0.117, -0.028], [0.000, -0.020, -0.035], [0.824, 0.589, 0.311], [-0.962, -1.352, 0.849], [-0.055, -0.054, -0.618], [0.204, 0.277, -0.146], [0.218, 0.230, 0.334], [-0.718, -0.767, -0.590], [-0.071, 0.066, -0.212], [0.707, 0.623, 0.473], [-0.155, -0.258, 0.116], [0.126, -0.131, -0.149], [-0.113, -0.101, 0.218], [-0.063, -0.254, 0.072], [-0.080, -0.071, -0.354], [0.105, 0.141, 0.007], [0.015, 0.006, -0.021], [-0.015, 0.009, -0.006], [-0.015, 0.111, -0.057], [-0.016, 0.051, 0.069], [-0.046, -0.053, 0.077]]
}